This record from OMol25 describes 2 unconnected molecules or ions with the total composition CH6NS. The level of theory is ωB97M-V/def2-TZVPD.

Calculated values
gap between HOMO and LUMO (spin up / spin down): 3.032 / 7.244 eV
total energy: -13456.06251 eV
spin multiplicity: 2
charge: -2
expectation value of S²: 0.75

```
9
Properties=species:S:1:pos:R:3:mulliken_spin:R:1
S -2.304 -0.739 0.812 0.038
H -1.782 -1.535 -0.106 -0.008
C 2.768 0.449 -0.802 3.851
N 1.500 1.170 -0.613 -0.436
H 3.654 0.874 -0.306 -1.128
H 2.952 0.560 -1.940 -0.739
H 2.668 -0.663 -0.715 -0.469
H 0.740 0.584 -0.955 -0.025
H 1.243 1.103 0.378 -0.085
```